Entry 1:
Below is C9H25AlAsF12NO9P3 as an isolated structure at a distorted geometry, with properties calculated with ωB97M-V with the def2-TZVPD basis set.

```
61
Properties=species:S:1:pos:R:3:forces:R:3
Al 1.076 -1.955 1.421 -0.528 2.779 -2.169
As -3.127 -0.742 2.715 -1.777 -0.468 -0.381
F -3.533 -2.338 3.215 0.306 0.136 0.113
F -2.590 -0.327 4.290 0.592 -0.121 -0.241
F -2.589 0.809 2.117 0.035 0.022 -0.113
F -3.675 -1.168 1.099 0.284 0.325 0.023
F -4.695 -0.142 3.057 0.139 0.142 -0.005
F -1.545 -1.372 2.155 1.740 -0.416 0.002
P 4.155 -1.016 -0.384 0.820 0.445 0.691
F 3.005 -1.779 -1.238 0.294 0.059 -0.487
F 5.379 -1.902 -0.833 -0.714 -0.628 -0.382
F 4.406 0.032 -1.548 -0.475 0.127 0.158
F 5.118 -0.257 0.649 -0.082 -0.001 -0.048
F 2.942 -0.105 0.295 -0.921 -0.199 -0.227
F 3.763 -2.144 0.805 -0.765 -0.473 0.974
C 0.131 0.502 -1.591 -0.572 0.723 -0.576
O 0.253 -0.030 -0.502 0.531 -0.866 0.932
N -0.616 1.634 -1.660 -1.024 -0.047 -0.290
C -1.428 2.070 -0.558 -0.689 -0.012 1.128
C -0.433 2.623 -2.698 0.576 0.377 -0.403
H 0.565 0.228 -2.558 0.418 -0.338 0.293
H -2.435 2.395 -0.842 0.321 0.232 -0.765
H -0.945 2.923 -0.067 0.025 -0.104 0.107
H -1.661 1.297 0.176 0.731 -0.169 -0.017
H -0.149 2.234 -3.675 0.285 -0.446 0.263
H -1.319 3.228 -2.884 -0.228 -0.182 0.488
H 0.352 3.291 -2.324 0.002 0.183 -0.335
C 1.976 2.890 5.088 0.946 0.300 0.515
O 1.152 2.003 4.313 0.234 -0.303 -0.352
P 1.312 1.965 2.750 0.795 1.567 1.330
O 0.960 0.656 2.172 -0.705 -1.692 -0.716
O 0.449 3.207 2.255 -0.022 -0.661 -0.492
C -0.904 3.320 2.756 -0.438 0.572 -0.032
O 2.777 2.468 2.503 -0.446 -0.548 -0.295
C 3.238 2.734 1.169 0.413 1.153 -0.491
H 2.321 3.773 4.551 -0.460 0.009 -0.265
H 2.895 2.373 5.365 -0.168 -0.210 0.074
H 1.463 3.201 5.992 -0.339 -0.219 -0.126
H -0.925 3.944 3.649 0.302 -0.440 0.284
H -1.330 2.332 2.891 -0.206 0.118 0.220
H -1.499 3.901 2.050 0.195 -0.309 -0.360
H 2.888 2.029 0.421 0.138 -0.287 0.320
H 4.321 2.790 1.220 0.012 -0.487 -0.052
H 2.928 3.736 0.856 -0.266 -0.043 0.262
C 0.372 -3.210 -4.404 1.016 0.923 -0.072
O 0.113 -3.854 -3.141 -0.545 0.792 -0.161
P -0.861 -3.261 -2.069 -1.213 -1.159 -0.643
O -0.217 -2.778 -0.829 0.866 0.725 1.621
O -1.730 -2.126 -2.760 0.764 0.046 0.042
C -2.667 -1.459 -1.899 -1.286 0.639 0.442
O -1.903 -4.409 -1.814 0.414 -0.023 0.748
C -2.409 -5.168 -2.907 -0.408 -1.131 -0.886
H 0.204 -2.131 -4.384 -0.394 -0.104 0.323
H -0.215 -3.615 -5.223 0.061 -0.414 0.166
H 1.449 -3.281 -4.540 -0.100 -0.489 -0.377
H -2.833 -1.927 -0.929 0.493 -0.093 -0.010
H -3.664 -1.416 -2.341 0.244 -0.338 -0.501
H -2.392 -0.415 -1.757 0.361 -0.146 0.070
H -2.097 -4.757 -3.866 -0.152 0.127 0.006
H -3.492 -5.290 -2.883 -0.051 0.803 0.307
H -2.087 -6.211 -2.888 0.620 0.243 0.370
```
Positions in Å, forces in eV/Å.

Its net charge is +1. The total energy comes out at -157568.611 eV. The HOMO-LUMO gap is 3.4621 eV. As for the multiplicity: 1.

Taken from the Mulliken analysis, the atomic charges in e are: 1.56, 1.98, -0.48, -0.47, -0.46, -0.48, -0.49, -0.62, 1.35, -0.28, -0.29, -0.36, -0.37, -0.46, -0.37, -0.23, 0.10, 0.41, -0.85, -0.86, 0.29, 0.39, 0.49, 0.09, 0.31, 0.31, 0.39, -0.73, -0.33, 0.54, 0.17, -0.29, -0.78, -0.30, -0.45, 0.32, 0.31, 0.27, 0.31, 0.43, 0.27, 0.07, 0.27, 0.24, -0.61, -0.26, 0.61, -0.18, -0.34, -0.54, -0.32, -0.66, 0.24, 0.28, 0.30, 0.40, 0.41, -0.07, 0.24, 0.31, 0.28

Entry 2:
Below is C9H25AlO10S3 as an isolated structure at a distorted geometry, with properties calculated with ωB97M-V with the def2-TZVPD basis set.

```
48
Properties=species:S:1:pos:R:3:forces:R:3
Al 0.884 1.555 -2.254 -1.216 -0.947 2.254
O -0.220 -0.140 -0.599 -0.094 1.232 -0.552
H -0.488 -1.049 -0.846 0.185 0.054 -0.225
O -0.243 3.468 2.154 -0.244 0.317 -0.156
S 0.830 2.631 1.761 0.395 -0.382 1.320
O 1.174 2.566 0.357 0.109 -0.520 -1.068
O 2.078 3.078 2.594 -0.449 0.023 -0.335
C 3.383 2.467 2.406 0.708 -0.866 -0.587
C 3.684 1.352 3.384 0.437 0.487 0.918
C 0.541 1.020 2.442 0.296 -0.896 -0.100
H 4.104 3.272 2.515 -0.161 0.121 0.099
H 3.480 2.087 1.385 -0.242 0.250 -0.080
H 3.095 0.444 3.320 -0.201 0.118 -0.136
H 3.634 1.757 4.397 -0.286 -0.173 0.053
H 4.728 1.044 3.299 -0.002 0.113 -0.368
H 1.355 0.333 2.219 0.182 0.263 -0.235
H -0.357 0.528 2.077 -0.002 0.452 -0.172
H 0.495 1.091 3.527 -0.093 0.363 -0.015
O -1.583 2.436 -1.601 0.848 -0.242 -1.020
S -2.799 2.772 -0.908 -0.281 0.262 1.207
O -4.010 2.124 -1.247 -0.139 0.077 -0.665
O -2.499 2.377 0.631 -0.068 -0.384 0.254
C -2.785 1.083 1.079 -0.598 0.117 0.681
C -2.773 1.057 2.587 1.039 0.092 0.125
C -2.907 4.512 -0.656 0.225 -0.294 0.339
H -2.007 0.372 0.655 0.809 -0.323 -0.469
H -3.723 0.669 0.689 0.104 0.178 -0.472
H -1.945 1.673 2.945 -0.347 0.251 0.062
H -2.561 0.064 2.983 -0.398 -0.167 -0.168
H -3.709 1.435 2.998 -0.085 -0.010 -0.089
H -3.872 4.751 -0.214 -0.188 -0.079 -0.346
H -2.694 5.014 -1.596 -0.150 0.071 -0.010
H -2.155 4.725 0.106 0.232 0.084 -0.218
O 2.810 -3.699 -2.236 0.689 0.378 0.244
S 1.609 -2.952 -2.239 -0.470 -1.597 0.194
O 1.644 -1.498 -2.280 -0.641 0.417 -0.218
O 0.725 -3.493 -3.423 0.337 1.054 0.599
C 0.473 -4.927 -3.459 -1.288 -0.741 -1.094
C 0.004 -5.251 -4.882 0.334 -0.229 0.393
C 0.644 -3.411 -0.812 -0.282 0.143 -0.117
H -0.372 -5.141 -2.801 0.190 0.167 0.270
H 1.295 -5.585 -3.185 0.536 0.742 0.142
H 0.336 -6.271 -5.071 -0.319 -0.051 -0.252
H 0.459 -4.614 -5.638 0.134 0.069 0.128
H -1.077 -5.176 -4.957 0.001 -0.048 -0.124
H 0.759 -4.481 -0.649 0.245 0.041 0.081
H -0.418 -3.243 -1.006 0.041 0.146 -0.094
H 0.976 -2.830 0.045 0.167 -0.133 0.020
```
Positions in Å, forces in eV/Å.

Its net charge is +2. The total energy comes out at -69291.834 eV. The HOMO-LUMO gap is 3.5334 eV. The energy above the lowest of the compared OMol25 structures with the same formula, charge and spin is 0.000 eV. As for the multiplicity: 1.

Taken from the Mulliken analysis, the atomic charges in e are: 1.36, -0.17, 0.20, -0.58, 1.22, -0.63, -0.31, -0.27, -1.03, -0.77, 0.37, 0.24, 0.27, 0.29, 0.40, 0.25, 0.04, 0.47, -0.50, 0.98, -0.54, -0.09, 0.37, -1.27, -0.87, -0.28, 0.50, 0.34, 0.42, 0.36, 0.36, 0.41, 0.31, -0.57, 1.12, -0.47, -0.26, -0.26, -1.15, -1.13, 0.31, 0.38, 0.35, 0.32, 0.31, 0.40, 0.39, 0.40

Entry 3:
Below is C9H25KO11P as an isolated structure at a distorted geometry, with properties calculated with ωB97M-V with the def2-TZVPD basis set.

```
47
Properties=species:S:1:pos:R:3:forces:R:3
K -5.458 -14.165 -19.557 -0.706 0.918 0.447
O -9.904 -14.605 -21.092 0.081 -0.202 -0.125
C -8.746 -15.092 -20.511 0.642 -0.331 0.370
O -8.897 -15.794 -19.467 -0.228 -0.186 -0.069
O -7.673 -14.859 -21.070 -0.018 0.167 -0.505
H -10.588 -14.899 -20.484 -0.069 0.135 0.164
P -7.105 -11.482 -18.347 0.187 1.929 -1.018
O -6.955 -12.854 -17.596 0.501 -0.478 0.062
O -6.678 -10.276 -17.456 0.077 -0.678 0.315
O -8.468 -11.209 -19.016 0.031 -0.726 0.689
O -6.038 -11.566 -19.537 1.060 -0.786 -0.652
C -2.915 -11.637 -15.748 1.002 0.330 0.290
C -3.665 -12.009 -17.012 -0.109 -0.887 -0.261
O -4.350 -13.243 -16.811 0.169 -0.083 -0.253
H -3.457 -11.837 -14.823 -0.338 0.147 -0.162
H -2.584 -10.589 -15.767 -0.338 0.037 0.029
H -1.962 -12.189 -15.665 -0.236 -0.230 -0.053
H -2.904 -12.204 -17.787 -0.096 0.430 -0.140
H -4.371 -11.248 -17.363 -0.007 0.077 0.167
H -5.284 -13.116 -17.163 -0.809 0.351 0.424
C -7.723 -18.813 -19.587 -0.014 -0.376 1.071
C -6.733 -18.046 -18.706 0.203 -0.125 -0.439
O -6.369 -16.821 -19.277 0.361 0.230 0.198
H -7.393 -18.827 -20.621 -0.043 0.102 -0.098
H -8.717 -18.381 -19.476 0.044 0.174 -0.360
H -7.768 -19.843 -19.197 -0.044 0.013 -0.224
H -5.809 -18.632 -18.615 -0.015 0.016 0.048
H -7.125 -17.897 -17.694 -0.146 -0.045 -0.019
H -7.186 -16.255 -19.330 -0.489 -0.043 -0.153
C -4.162 -13.532 -22.546 -0.027 -0.218 0.025
C -4.097 -12.050 -22.177 0.791 -0.074 -0.309
O -3.841 -11.890 -20.815 -0.199 -0.284 -0.274
H -5.056 -13.960 -22.096 -0.042 -0.210 -0.213
H -3.288 -14.063 -22.158 -0.045 0.127 0.228
H -4.172 -13.772 -23.617 -0.243 0.350 -0.058
H -5.000 -11.530 -22.515 -0.136 -0.043 0.226
H -3.250 -11.604 -22.736 -0.081 0.061 0.004
H -4.747 -11.787 -20.310 -0.496 0.703 0.671
C -2.163 -16.388 -20.461 0.058 -0.570 0.122
C -3.312 -17.352 -20.857 0.974 0.738 0.942
O -4.457 -16.671 -21.286 0.200 -0.256 0.110
H -2.548 -15.588 -19.830 0.001 0.231 -0.286
H -1.618 -16.018 -21.330 -0.255 0.365 0.006
H -1.419 -16.904 -19.837 -0.111 -0.161 -0.118
H -3.518 -17.909 -19.931 -0.174 -0.347 -0.308
H -2.923 -18.024 -21.628 -0.333 -0.150 -0.065
H -5.037 -16.616 -20.499 -0.536 -0.142 -0.448
```
Positions in Å, forces in eV/Å.

Its net charge is -3. The total energy comes out at -57875.194 eV. The HOMO-LUMO gap is 2.0007 eV. The energy above the lowest of the compared OMol25 structures with the same formula, charge and spin is 0.000 eV. As for the multiplicity: 1.

Taken from the Mulliken analysis, the atomic charges in e are: 0.65, -0.50, 0.90, -0.84, -0.67, 0.26, 0.46, -0.81, -0.92, -0.89, -0.68, -1.33, 0.36, -0.63, 0.31, 0.34, 0.28, 0.07, 0.22, 0.27, -0.99, -0.51, -0.35, 0.24, 0.27, 0.36, 0.32, 0.27, 0.26, -0.43, -0.39, -0.49, 0.00, 0.01, 0.44, 0.29, 0.27, 0.38, -0.98, -0.06, -0.30, 0.21, 0.25, 0.38, 0.18, 0.30, 0.26

Entry 4:
Below is C9H26BrClGaNO2P as an isolated structure, with properties calculated with ωB97M-V with the def2-TZVPD basis set.

```
42
Properties=species:S:1:pos:R:3:forces:R:3
C -0.719 -0.500 -1.562 0.063 0.044 -0.059
C -1.633 -0.539 -0.345 -0.088 -0.061 0.143
C -2.293 0.814 -0.048 0.077 -0.075 -0.058
Br -4.195 0.767 -0.589 -0.132 0.020 -0.099
Ga -2.122 1.533 1.825 -0.081 0.063 -0.078
Cl -3.293 0.204 3.229 0.101 -0.103 0.023
P 0.175 1.262 2.405 0.056 0.088 -0.195
N 1.128 2.403 1.825 -0.127 0.230 0.190
H -1.245 -0.087 -2.425 -0.019 -0.005 -0.026
H -0.351 -1.495 -1.827 0.009 0.007 0.025
H 0.148 0.137 -1.368 -0.011 0.013 -0.021
H -2.401 -1.303 -0.486 -0.016 0.038 0.037
H -1.060 -0.859 0.530 0.025 -0.028 -0.041
H -1.896 1.573 -0.722 0.072 -0.007 -0.011
H -2.559 3.030 2.002 -0.031 0.054 0.077
H 0.254 1.034 3.803 -0.038 0.015 0.115
H 0.579 -0.053 2.029 0.008 -0.135 0.111
H 1.765 2.787 2.514 0.143 -0.164 -0.141
C -1.657 0.647 -7.208 -0.027 -0.022 0.027
C -1.008 0.934 -5.862 0.049 0.045 -0.003
C -0.065 -0.179 -5.433 -0.061 -0.013 0.022
O -1.988 1.197 -4.867 -0.050 -0.026 -0.045
H -2.251 -0.270 -7.148 0.000 0.005 -0.017
H -2.316 1.466 -7.495 -0.009 -0.006 0.003
H -0.905 0.510 -7.987 0.010 0.005 -0.001
H -0.447 1.870 -5.929 0.015 -0.021 -0.024
H -0.618 -1.117 -5.323 0.018 -0.004 0.001
H 0.394 0.058 -4.475 0.001 -0.004 0.023
H 0.721 -0.336 -6.174 0.002 0.008 -0.006
H -2.520 0.404 -4.730 0.045 0.043 0.042
C 2.526 -0.294 5.958 0.049 0.006 -0.025
C 2.351 -1.214 4.761 -0.151 0.023 -0.003
C 2.785 -2.640 5.060 0.051 0.027 -0.017
O 3.022 -0.698 3.618 0.140 -0.044 -0.059
H 3.582 -0.250 6.248 -0.008 0.008 0.013
H 2.192 0.712 5.709 0.005 0.004 0.000
H 1.955 -0.651 6.817 -0.013 -0.006 -0.003
H 1.299 -1.212 4.464 0.003 -0.018 0.035
H 3.847 -2.662 5.325 -0.005 -0.017 0.003
H 2.633 -3.273 4.186 0.009 -0.003 -0.003
H 2.220 -3.056 5.896 -0.014 0.004 0.001
H 3.967 -0.653 3.802 -0.069 0.008 0.045
```
Positions in Å, forces in eV/Å.

Its net charge is -1. The total energy comes out at -159571.736 eV. The HOMO-LUMO gap is 6.8592 eV. The energy above the lowest of the compared OMol25 structures with the same formula, charge and spin is 0.000 eV. As for the multiplicity: 1.

Taken from the Mulliken analysis, the atomic charges in e are: -1.05, -0.59, -0.33, -0.27, 0.33, -0.49, 0.36, -0.80, 0.17, 0.42, 0.33, 0.43, 0.21, 0.44, -0.27, -0.05, -0.03, 0.18, -1.27, 0.41, -1.20, -0.52, 0.33, 0.31, 0.36, 0.25, 0.32, 0.25, 0.42, 0.33, -1.30, 0.56, -1.44, -0.52, 0.35, 0.31, 0.37, 0.30, 0.36, 0.34, 0.37, 0.31

Entry 5:
Below is C9H26BrCoN4O3 as an isolated structure at a distorted geometry, with properties calculated with ωB97M-V with the def2-TZVPD basis set.

```
44
Properties=species:S:1:pos:R:3:forces:R:3
Co 1.821 -0.120 2.873 0.718 3.663 13.466
Br 1.760 -0.544 1.119 7.271 -4.909 -4.998
C 0.130 3.837 0.509 -0.185 -0.919 0.324
C 0.611 2.365 0.708 -1.510 1.173 -0.011
C -0.150 1.391 -0.278 2.328 3.437 0.552
O 0.002 1.783 -1.664 -0.636 -0.048 0.523
C -0.591 0.860 -2.583 0.105 0.104 -0.272
N 2.034 2.318 0.785 -0.173 0.805 1.452
H 0.272 4.225 -0.499 0.350 -0.328 -0.054
H 0.647 4.487 1.215 -0.162 -0.030 -0.003
H -0.949 3.855 0.668 -0.036 0.216 0.224
H 0.372 2.012 1.711 -1.344 0.044 0.246
H -1.207 1.312 -0.023 0.434 1.823 1.026
H 0.237 0.381 -0.144 -0.119 2.305 0.145
H -0.267 0.999 -3.614 0.053 0.806 0.248
H -1.677 0.923 -2.510 -0.040 -0.141 -0.358
H -0.226 -0.121 -2.276 -0.672 0.420 -1.239
H 2.292 2.473 -0.179 0.792 1.388 0.695
H 2.243 1.330 0.787 0.835 1.030 0.253
C -1.148 -0.739 -0.696 -2.663 -3.412 0.974
C -1.564 -1.320 0.673 -0.343 -1.282 0.843
C -1.339 -2.871 0.889 -2.253 -1.215 -1.906
O -2.338 -3.598 1.683 1.388 0.433 -0.240
C -2.119 -3.596 3.089 0.379 0.853 -0.822
N -0.749 -0.643 1.644 -0.173 1.222 1.549
H -0.075 -0.914 -0.766 -1.533 -0.970 -0.566
H -1.311 0.338 -0.748 -1.525 -3.169 -0.503
H -1.734 -1.217 -1.481 0.243 -0.385 -0.015
H -2.574 -1.043 0.976 -0.420 -0.445 -0.590
H -0.286 -3.134 0.986 0.356 0.216 1.448
H -1.489 -3.479 -0.003 -0.324 0.760 -0.875
H -1.115 -3.956 3.316 0.168 -0.110 0.127
H -2.842 -4.237 3.594 -0.107 0.307 -0.204
H -2.194 -2.536 3.332 -0.183 -0.063 1.111
H -0.533 -1.186 2.468 -0.836 -0.608 0.418
H 0.193 -0.567 1.287 -4.117 0.085 0.063
C 2.040 0.595 -1.827 3.165 2.611 0.672
O 2.455 1.565 -1.223 1.386 -1.035 -1.947
N 1.675 -0.540 -1.342 -1.115 -4.278 0.746
N 2.233 0.468 -3.067 0.445 -0.423 -6.784
H 1.328 -1.273 -1.944 0.318 0.052 0.204
H 1.468 -0.601 -0.355 -0.456 -0.507 -5.351
H 2.752 1.125 -3.632 -0.298 -0.027 0.236
H 1.912 -0.405 -3.459 0.491 0.555 -0.807
```
Positions in Å, forces in eV/Å.

Its net charge is +1. Its expectation value of S² is 3.768. The total energy comes out at -129501.861 eV. The HOMO-LUMO gap (spin up / spin down) is 6.1506 / 4.6325 eV. The energy above the lowest of the compared OMol25 structures with the same formula, charge and spin is 15.115 eV. As for the multiplicity: 4.

Taken from the Mulliken analysis, the atomic charges in e are: 0.48, -0.11, -1.61, -0.25, 3.43, -0.47, -0.84, -0.73, 0.29, 0.43, 0.40, 0.30, 1.06, -5.15, 0.34, 0.44, 0.27, 0.67, 0.29, -0.66, 0.17, -0.94, -0.39, -0.59, -0.54, 0.74, 0.07, 0.41, 0.40, 0.47, 0.35, 0.28, 0.25, 0.23, 0.48, 0.46, 0.43, -0.74, -0.36, -0.23, 0.30, 0.74, 0.26, 0.18